Entry from OMol25: a cluster of 14 separate species, C84H130F8N6 in total in a non-equilibrium geometry (wB97M-V/def2-TZVPD).

Computed properties:
Lowest unoccupied orbital energy (eV): 0.572
E_tot (Eh): -4405.912022
Spin multiplicity: 1
Charge: 0

```
228
C84H130F8N6 (wB97M-V/def2-TZVPD)
F -1.6350 5.1801 -0.9047
F 1.8331 0.7234 -1.5356
F -5.2700 0.6218 -4.5868
F -6.6273 -2.4722 -3.4928
F -0.4843 3.7976 -4.4806
F 4.5464 7.6070 -1.7625
F 4.0964 -5.4620 -1.7408
F 1.9793 0.6045 -4.8332
N 1.0240 -3.6657 4.9878
N -7.1444 1.5074 0.8110
N 7.5534 -1.6272 -2.1598
N -0.9781 -5.0375 -1.4196
N -3.3542 -2.1557 3.9443
N 2.4801 2.5840 2.6718
C -3.3817 -4.8297 -2.4400
C -2.8935 -4.6294 3.6777
C -0.3522 -5.5455 0.9569
C 4.9104 2.3718 -5.8248
C 0.6605 -0.2666 0.2998
C -0.7281 7.1899 -0.2086
C -5.6816 -3.1422 -0.0610
C 8.9645 -1.4804 -1.7285
C -4.8256 -1.5447 -2.2343
C 1.8655 7.1371 -4.9536
C -2.3672 -0.6795 5.7226
C -4.1260 -1.5496 -0.9841
C 2.7486 -2.8371 -3.7500
C -4.9579 4.4294 -3.0822
C -1.9008 6.8344 2.2634
C 0.9815 -6.2158 5.4437
C -3.7856 3.6238 -3.1715
C -0.1909 1.7205 -0.8228
C -5.7150 1.5173 0.6225
C -8.6047 1.1867 2.7825
C 5.8467 1.8556 -4.9918
C 3.5597 -3.9035 -3.4114
C -2.5297 -3.2656 4.3683
C 4.8149 5.3267 -2.2444
C -4.5272 -2.3824 0.0422
C 4.0132 6.3767 -1.8310
C 2.7021 6.2660 -1.4359
C 5.3092 -1.7683 -1.1815
C -2.1321 5.8784 1.2517
C 1.7774 -2.7418 -1.5221
C 3.5747 1.9256 -5.7671
C 3.9558 4.2985 1.7830
C 1.9351 -1.6321 6.3194
C -1.3575 0.8535 1.0963
C 3.1701 1.3234 2.2416
C 1.6263 4.7690 -5.0614
C -4.6664 -2.2395 4.5279
C 0.7513 0.7187 -0.6926
C 2.1253 -3.7771 3.9632
C 4.2175 0.6568 3.1607
C -1.4811 -5.1713 -0.0424
C -5.1345 1.8560 -4.0678
C -0.5932 -6.2808 -2.0405
C -0.0856 -6.1516 -3.4949
C -3.9002 2.3234 -3.7477
C -0.3385 6.1382 -4.4363
C 3.3867 3.6412 3.0258
C 0.4815 7.2377 -4.6645
C -1.2389 1.7726 0.0450
C 7.8713 -3.9918 -3.0213
C -0.7026 8.2041 0.7685
C 2.8882 3.9485 -1.7059
C -1.2857 8.0435 1.9986
C 1.9189 -2.2213 -2.8326
C -5.8827 -2.4342 -2.2966
C 2.1234 -2.6884 2.9218
C 3.3421 -4.3846 -2.1373
C 4.2097 4.0501 -2.1314
C 0.6590 3.5905 4.0845
C -5.6781 -2.5226 3.4236
C -5.0205 2.4723 1.6555
C 3.2845 0.9545 -4.8174
C 1.4686 2.3549 3.7300
C -0.4273 -0.1519 1.2070
C 2.4567 5.8975 -5.2304
C -2.7847 -0.8401 4.2273
C -6.1799 3.8833 -3.3926
C -1.5286 6.0999 0.0188
C 7.3220 -2.5749 -3.2312
C -6.2769 2.6022 -3.9089
C 0.7749 -2.3605 5.5362
C 5.5439 0.7565 -4.1402
C -1.9730 -4.2959 -2.2260
C 9.8966 -1.2181 -2.8743
C -7.7185 0.1776 -1.3388
C 1.0885 -4.7430 5.9766
C 4.1876 0.3099 -3.9872
C 2.5055 -3.8484 -1.1761
C -7.5779 0.6037 1.8534
C -7.9699 1.4330 -0.4928
C 6.8010 -1.9456 -0.9096
C 2.1159 5.0299 -1.4078
C -6.3798 -3.1395 -1.2252
C 0.2763 4.9157 -4.7331
H 0.1281 -6.2109 4.7454
H -2.6343 -3.5007 5.4376
H 2.7064 -1.3149 5.6701
H -5.1356 0.5333 0.7130
H -3.9004 2.5527 1.4543
H 0.0640 3.8468 3.2083
H -0.9729 -5.9876 -4.1534
H 9.0490 -0.6595 -1.0350
H -6.8517 0.4211 -1.9761
H 0.4816 -1.6849 4.6912
H 4.3604 5.2755 1.9188
H -1.8079 -4.1244 0.1796
H -5.4161 -3.4824 2.9282
H -7.0767 4.4374 -3.1751
H -8.1317 1.8375 3.5385
H -1.1542 8.7877 2.7811
H 7.6228 -4.7050 -3.8316
H -0.0491 2.4405 -1.5857
H 4.1530 -4.4414 -4.1649
H -5.5519 1.9408 -0.3632
H -3.1697 -0.9625 6.3566
H 0.4262 -7.0029 -3.7735
H 1.3030 4.3296 4.5532
H -9.4067 1.6415 2.2334
H -5.3444 3.5285 1.5318
H 3.9545 -0.4344 -3.3256
H 1.2016 -2.6923 2.3256
H 3.4513 5.8508 -5.6614
H -1.3906 6.2207 -4.1429
H 4.5594 -0.3141 2.7520
H -6.7150 -2.6791 3.8072
H 0.2613 -6.7320 -1.5609
H -0.2961 7.3222 -1.2548
H -1.4719 -1.1110 6.1706
H 0.1360 8.2572 -4.4363
H -0.7972 -5.7619 1.9384
H 9.8487 -2.0231 -3.6056
H -7.1935 2.1971 -4.2933
H -5.0110 5.4430 -2.5976
H -4.5728 -0.8539 -3.0215
H -0.0991 -2.3547 6.1850
H -5.0065 -1.4214 5.1546
H -3.5606 -0.0770 3.9760
H 7.0831 -1.2550 -0.1105
H 2.1870 7.1069 -1.0067
H 6.2853 -2.7277 -3.5435
H -7.7776 2.4117 -0.9656
H -8.0357 -0.3477 1.3355
H -3.2570 -0.9522 -0.8131
H -2.8260 -4.4460 2.6268
H -2.2715 0.4069 5.9602
H -3.8611 -4.9770 3.9416
H 6.3090 0.3590 -3.4739
H -2.3490 -5.8306 -0.0098
H 0.8265 1.6000 3.2940
H 0.2649 -4.5934 6.7411
H 0.2178 -6.4337 0.6043
H -4.0461 -4.2233 -3.1585
H -2.8651 4.0380 -2.9002
H 9.6099 -0.2763 -3.3513
H 2.4182 -4.2492 -0.1153
H 4.7194 -2.0350 -0.2764
H 6.8935 2.1473 -5.0253
H 5.7958 5.5437 -2.6731
H 1.4965 -0.8663 6.9303
H 4.9922 -2.3019 -2.0479
H 0.7746 -6.9349 6.2440
H 2.5485 7.9973 -5.0510
H 1.7329 1.8362 4.7281
H -1.9480 -3.3074 -1.8022
H 2.9551 -2.8209 2.1669
H 7.0758 -2.9616 -0.6477
H 1.0666 -2.2720 -0.9003
H -3.8800 -4.9161 -1.4417
H -0.1348 9.0879 0.5461
H 1.3980 -1.2839 -3.0875
H -1.4343 -3.0419 4.2273
H -1.4869 -4.2181 -3.1564
H -0.3925 -0.7340 2.0861
H -5.0383 2.2106 2.7236
H -3.0494 1.6298 -3.9737
H -6.7520 0.1969 2.4611
H 2.7084 -2.4363 -4.7399
H -7.1708 -3.8675 -1.4140
H 1.9357 -4.7216 6.7100
H 1.8665 -6.4812 4.8506
H 4.5930 3.6625 1.1958
H 5.1243 1.2572 3.2522
H 3.0622 -3.6476 4.4897
H -3.4431 -5.8859 -2.8252
H 2.8748 4.3275 3.7371
H -9.0053 1.4454 -0.0628
H -6.0342 -3.6178 0.8496
H 8.9455 -3.9868 -2.7988
H 7.8120 -2.1919 -4.0890
H 5.1548 3.1243 -6.5299
H 9.2958 -2.3826 -1.2326
H -1.4606 -6.9483 -2.0405
H 1.0322 4.8936 -1.1547
H 7.5420 -4.4715 -2.0933
H 2.3529 0.6305 2.0316
H 2.5235 2.9271 -1.7576
H -2.3702 6.6330 3.2105
H -4.7574 -3.1030 5.1700
H 3.1586 4.4331 1.1069
H 0.3748 -4.6840 1.0523
H -1.9285 -0.6080 3.5218
H 2.3036 -2.3167 7.0616
H -4.0932 -2.2787 1.0078
H 2.0784 -4.7941 3.4820
H 5.0993 -0.7038 -1.2304
H 1.9752 3.7511 -5.0589
H -2.1990 -5.3912 4.1225
H -7.5738 -0.6819 -0.7703
H -5.6818 -1.6828 2.6996
H -2.6760 4.9686 1.4323
H 10.9136 -1.1507 -2.5364
H -8.5409 -0.0409 -2.0526
H 4.2394 3.2841 3.6400
H 1.5145 -0.9160 0.5316
H 0.0159 3.2724 4.9092
H 4.7461 3.1846 -2.4731
H 3.6689 1.5083 1.3300
H 2.8734 2.2307 -6.5186
H 0.5997 -5.3107 -3.7635
H -8.9646 0.3966 3.4758
H -1.9917 2.5269 0.0587
H -2.1803 0.8157 1.8656
H 2.3985 -1.7451 3.3758
H 3.8016 0.5080 4.2109
```

Löwdin population analysis, charges in e, atoms 1 to 5:
1. F 0.073
2. F 0.030
3. F 0.051
4. F 0.006
5. F 0.019